The following is a quantum chemistry calculation of a 11-piece molecular cluster, C49H128N8O15 overall at a distorted geometry, from the OMol25 dataset.

F_max = 4.94 eV/A
molar mass = 1069.60 g mol⁻¹
net charge = -1
E_HOMO (alpha / beta) = 0.59 / -6.66 eV
spin multiplicity = 2
⟨S²⟩ = 0.75
energy = -3509.77809 Ha
E_LUMO (alpha / beta) = 2.0 / 2.0 eV

Last column: Löwdin spin population.
Atoms and positions in Å:
1 C -3.679 8.444 -13.053  0.003
2 C -4.828 8.557 -14.143  0.002
3 C -5.742 9.792 -13.909  0.004
4 O -4.363 8.752 -15.476  0.005
5 H -2.846 9.021 -13.454  0.001
6 H -3.459 7.390 -12.888  0.000
7 H -3.887 8.772 -12.035  0.000
8 H -5.336 7.592 -14.120  0.000
9 H -6.525 9.422 -13.247  0.001
10 H -6.160 10.233 -14.815  0.002
11 H -5.225 10.466 -13.226  0.000
12 H -4.360 9.682 -15.715  0.001
13 C -2.872 11.878 -9.919  0.001
14 C -3.421 13.147 -10.674  0.001
15 C -2.818 13.329 -11.973  0.001
16 O -4.813 12.958 -10.812  0.001
17 H -2.800 11.054 -10.629  0.000
18 H -3.412 11.576 -9.022  0.000
19 H -1.888 12.186 -9.566  0.000
20 H -3.209 14.037 -10.081  0.000
21 H -3.037 12.560 -12.714  0.001
22 H -1.737 13.261 -11.852  0.000
23 H -3.072 14.322 -12.345  0.000
24 H -5.036 13.284 -11.687  0.000
25 C 1.367 13.960 -14.171  0.006
26 C 1.359 13.591 -15.636  0.008
27 C 2.688 13.798 -16.334  0.016
28 O 1.112 12.202 -15.802  0.026
29 H 0.384 13.687 -13.789  0.001
30 H 1.429 15.048 -14.208  0.001
31 H 2.126 13.463 -13.566  0.001
32 H 0.649 14.218 -16.174  0.003
33 H 2.779 13.299 -17.299  0.011
34 H 3.459 13.330 -15.722  0.001
35 H 3.039 14.813 -16.521  0.001
36 H 0.887 12.186 -16.735  0.018
37 C -8.863 21.096 -15.925  0.010
38 O -7.776 20.222 -16.046  0.002
39 C -7.497 19.746 -17.326  0.006
40 C -6.505 18.605 -16.955  0.001
41 N -7.129 17.262 -16.635  0.001
42 C -6.219 16.198 -16.622  0.001
43 C -6.938 14.862 -16.660  0.003
44 O -7.296 14.378 -15.379  0.003
45 C -8.598 14.646 -15.016  0.010
46 H -9.670 20.579 -16.446  0.003
47 H -8.530 22.053 -16.326  0.002
48 H -9.109 21.167 -14.866  0.001
49 H -6.965 20.464 -17.951  0.003
50 H -8.320 19.356 -17.924  0.002
51 H -5.757 18.905 -16.221  0.000
52 H -5.834 18.544 -17.812  0.000
53 H -7.717 17.236 -15.814  0.000
54 H -5.567 16.134 -15.750  0.000
55 H -5.792 16.272 -17.622  0.000
56 H -6.189 14.151 -17.011  0.000
57 H -7.676 14.784 -17.458  0.002
58 H -8.968 14.510 -14.000  0.001
59 H -9.214 14.052 -15.691  0.003
60 H -8.797 15.647 -15.399  0.001
61 C 0.821 20.969 -13.061  0.001
62 O -0.178 21.979 -13.385  0.000
63 C -1.515 21.724 -13.022  0.000
64 C -2.279 23.057 -13.330  0.000
65 N -3.664 23.044 -13.021  0.000
66 C -4.546 22.000 -13.493  0.001
67 C -4.812 22.023 -15.039  0.001
68 O -3.581 21.548 -15.662  0.001
69 C -3.428 21.811 -17.029  0.002
70 H 1.751 21.439 -13.381  0.000
71 H 0.551 19.976 -13.421  0.000
72 H 1.016 20.885 -11.992  0.000
73 H -1.707 21.491 -11.975  0.000
74 H -1.974 20.935 -13.619  0.000
75 H -2.128 23.351 -14.369  0.000
76 H -2.038 23.909 -12.696  0.000
77 H -3.984 23.883 -13.484  0.000
78 H -5.480 22.167 -12.956  0.000
79 H -4.250 20.995 -13.191  0.000
80 H -5.107 23.035 -15.317  0.001
81 H -5.654 21.365 -15.258  0.000
82 H -2.749 21.092 -17.487  0.000
83 H -3.235 22.817 -17.399  0.001
84 H -4.405 21.615 -17.471  0.001
85 C -7.449 13.260 -23.875  0.024
86 O -6.276 12.646 -24.286  0.005
87 C -5.647 13.154 -25.447  0.016
88 C -4.215 12.556 -25.691  0.008
89 N -3.368 12.843 -24.537  0.009
90 C -2.470 11.692 -24.341  0.020
91 C -3.020 10.665 -23.265  0.012
92 O -3.092 11.071 -21.834  0.030
93 C -3.288 9.821 -21.048  0.027
94 H -7.932 12.942 -22.951  0.010
95 H -8.205 13.397 -24.648  0.004
96 H -7.328 14.342 -23.835  0.003
97 H -5.570 14.239 -25.379  0.011
98 H -6.397 13.072 -26.234  0.002
99 H -3.913 13.098 -26.587  0.002
100 H -4.553 11.539 -25.888  0.000
101 H -3.985 12.905 -23.740  0.005
102 H -1.571 12.012 -23.813  0.013
103 H -2.362 11.100 -25.249  0.001
104 H -2.439 9.747 -23.356  0.002
105 H -4.007 10.360 -23.613  0.002
106 H -4.224 9.468 -21.481  0.004
107 H -3.395 10.037 -19.985  0.002
108 H -2.553 9.073 -21.344  0.004
109 C -4.869 11.516 -17.610  0.011
110 O -4.204 12.766 -17.264  0.003
111 C -2.845 12.890 -17.739  0.021
112 C -2.343 14.288 -17.465  0.021
113 N -2.098 14.608 -16.033  0.002
114 C -1.505 15.936 -15.853  0.002
115 C -1.488 16.360 -14.404  0.001
116 O -2.611 17.042 -13.893  0.001
117 C -2.968 18.216 -14.627  0.000
118 H -4.317 10.608 -17.367  0.002
119 H -5.104 11.448 -18.672  0.006
120 H -5.851 11.657 -17.159  0.003
121 H -2.932 12.837 -18.825  0.010
122 H -2.084 12.133 -17.550  0.010
123 H -2.912 15.048 -17.999  0.005
124 H -1.322 14.380 -17.835  0.018
125 H -2.881 14.449 -15.415  0.000
126 H -2.158 16.611 -16.408  0.001
127 H -0.514 16.061 -16.289  0.001
128 H -0.735 17.105 -14.147  0.000
129 H -1.081 15.596 -13.742  0.000
130 H -3.749 18.669 -14.016  0.000
131 H -3.521 18.071 -15.556  0.000
132 H -2.179 18.963 -14.709  0.000
133 C -9.277 16.395 -19.855  0.013
134 C -8.416 16.759 -21.116  0.008
135 C -7.294 15.710 -21.358  0.010
136 O -6.623 15.458 -20.063  0.007
137 C -5.277 14.952 -20.271  0.023
138 N -9.248 17.238 -22.209  0.009
139 H -9.845 17.281 -19.570  0.004
140 H -8.638 16.152 -19.006  0.000
141 H -9.942 15.542 -19.991  0.005
142 H -7.920 17.658 -20.751  0.002
143 H -6.649 16.163 -22.111  0.008
144 H -7.669 14.766 -21.753  0.002
145 H -5.045 14.182 -19.535  0.003
146 H -4.508 15.716 -20.155  0.013
147 H -5.124 14.354 -21.169  0.006
148 H -9.825 16.429 -22.390  0.004
149 H -9.868 17.971 -21.894  0.006
150 C -0.037 19.812 -16.605  0.001
151 C 0.932 19.807 -17.771  0.001
152 C 0.759 18.610 -18.747  0.006
153 O 1.656 17.567 -18.446  0.006
154 C 1.695 16.524 -19.456  0.072
155 N 0.444 20.935 -18.400  0.001
156 H -1.073 19.917 -16.927  0.000
157 H 0.160 20.571 -15.848  0.000
158 H -0.159 18.897 -16.026  0.000
159 H 1.962 19.885 -17.424  0.000
160 H 0.820 18.930 -19.788  0.005
161 H -0.252 18.209 -18.686  0.003
162 H 0.764 16.031 -19.733  0.044
163 H 2.315 15.679 -19.158  0.010
164 H 2.182 16.953 -20.332  0.009
165 H 0.234 21.682 -17.754  0.000
166 H -0.506 20.730 -18.674  0.000
167 C -5.969 8.361 -18.666  0.006
168 C -7.002 7.226 -18.713  0.003
169 C -7.596 7.070 -17.310  0.003
170 O -8.249 5.779 -17.395  0.000
171 C -9.287 5.505 -16.465  0.002
172 N -8.065 7.495 -19.690  0.004
173 H -6.467 9.259 -18.300  0.003
174 H -5.473 8.583 -19.611  0.001
175 H -5.202 8.042 -17.961  0.001
176 H -6.520 6.316 -19.071  0.000
177 H -8.413 7.768 -17.127  0.003
178 H -6.870 7.066 -16.497  0.000
179 H -9.128 6.057 -15.538  0.000
180 H -9.321 4.451 -16.190  0.000
181 H -10.266 5.745 -16.878  0.000
182 H -8.297 8.471 -19.573  0.009
183 H -8.915 7.042 -19.386  0.001
184 C -3.703 18.772 -18.955  0.005
185 C -2.783 19.027 -20.202  0.016
186 C -3.548 19.126 -21.542  0.043
187 O -4.441 20.208 -21.577  0.005
188 C -5.548 20.069 -22.482  0.026
189 N -2.170 20.269 -20.018  0.003
190 H -4.081 17.752 -19.030  0.003
191 H -4.543 19.466 -18.928  0.000
192 H -3.230 18.754 -17.973  0.001
193 H -1.886 18.422 -20.331  0.015
194 H -4.133 18.233 -21.764  0.011
195 H -2.903 19.318 -22.400  0.015
196 H -5.844 19.110 -22.908  0.007
197 H -5.235 20.620 -23.369  0.003
198 H -6.380 20.546 -21.964  0.006
199 H -2.819 20.987 -20.307  0.001
200 H -1.355 20.292 -20.614  0.004